94
Properties=species:S:1:pos:R:3 method="wB97M-V/def2-TZVPD" total_charge=+1 total_energy_ev=-126208.3902 e_homo_ev=-10.2
Be 0.08575 -0.52943 0.09017
C -0.00398 -0.68831 5.58402
C -0.10013 0.10816 4.28637
C -1.04196 1.30708 4.42136
Sb -0.64299 -1.03022 2.52442
C -2.77705 -1.30762 2.77188
C -3.26936 -2.34019 1.75902
C -3.23767 -1.67704 4.18218
C 0.16055 -3.00957 2.81753
C -0.48297 -3.87710 3.89237
C 1.67131 -2.89562 2.98557
H 0.29226 -0.02178 6.39902
H 0.74120 -1.48061 5.52372
H -0.95508 -1.14228 5.86391
H 0.90096 0.48326 4.04719
H -2.05924 1.00032 4.65810
H -1.08814 1.90943 3.51199
H -0.70528 1.96110 5.23012
H -3.18887 -0.32766 2.51013
H -2.87811 -3.33508 1.98637
H -2.97361 -2.10872 0.73307
H -4.35959 -2.40540 1.79178
H -2.77468 -2.60082 4.53124
H -4.31899 -1.83911 4.17724
H -3.03007 -0.90195 4.91532
H -0.03263 -3.46510 1.84370
H -0.40747 -3.43932 4.88732
H 0.01963 -4.84787 3.92454
H -1.53693 -4.06422 3.68676
H 1.93746 -2.39951 3.92071
H 2.12103 -2.33995 2.15949
H 2.12820 -3.88870 3.00214
C -3.02772 1.11789 -1.84705
C -2.38339 0.09284 -0.94898
O -1.02424 0.49871 -0.61244
H -4.03718 0.79528 -2.10077
H -2.46415 1.23575 -2.77288
H -3.10727 2.08796 -1.35172
H -2.26959 -0.87038 -1.44228
H -2.93772 -0.04727 -0.01923
H -0.98808 1.44397 -0.41357
C -0.24363 3.53072 0.10347
Si 1.49565 3.11043 0.70096
C 2.65721 4.41328 0.04361
C 1.48668 3.16907 2.56835
As 2.03556 0.87754 0.04600
Si 2.70636 1.08266 -2.24304
C 4.16604 2.22456 -2.49177
C 3.21681 -0.60036 -2.86558
C 1.23699 1.78970 -3.16232
Si 4.05535 0.47064 1.24531
C 4.84077 -1.08794 0.59392
C 5.19695 1.92876 1.01580
C 3.67502 0.29578 3.06547
H -0.36809 4.61579 0.14535
H -1.00832 3.12727 0.77931
H -0.45370 3.23690 -0.92906
H 2.21548 5.39099 0.25882
H 2.82374 4.36227 -1.03112
H 3.62611 4.37522 0.54197
H 0.94099 4.05333 2.90883
H 2.49564 3.22855 2.97858
H 0.99792 2.28733 2.98706
H 5.10707 1.74419 -2.21901
H 4.10009 3.17595 -1.96748
H 4.21720 2.44484 -3.56329
H 4.26862 -0.78451 -2.63581
H 3.10965 -0.62455 -3.95386
H 2.63306 -1.41882 -2.46120
H 1.13116 2.86031 -2.96608
H 0.29536 1.29434 -2.92277
H 1.41650 1.67140 -4.23489
H 5.09675 -1.02226 -0.46425
H 4.21006 -1.96564 0.74080
H 5.76929 -1.25182 1.14961
H 5.29057 2.26396 -0.01598
H 6.19100 1.62928 1.36231
H 4.88548 2.77792 1.62711
H 3.27740 -0.68769 3.30733
H 2.98060 1.04891 3.43569
H 4.61386 0.41671 3.61541
C -1.26019 -3.78627 -0.66417
Si 0.09574 -2.49451 -0.98648
C 1.70801 -3.48476 -0.77512
C -0.17611 -2.14773 -2.84382
H -1.07978 -4.62994 -1.33805
H -2.26630 -3.41437 -0.88019
H -1.26625 -4.18563 0.35236
H 1.84478 -4.18559 -1.60385
H 1.66605 -4.08051 0.14037
H 2.60335 -2.86259 -0.71525
H 0.26280 -2.94278 -3.45428
H 0.22949 -1.20206 -3.19735
H -1.24928 -2.14342 -3.06187


106
Properties=species:S:1:pos:R:3 method="wB97M-V/def2-TZVPD" total_charge=-1 total_energy_ev=-87778.1273 spin_multiplicity=3 e_homo_ev="-5.2 / -5.2"
V 0.42068 0.80450 0.82347
N 3.77625 0.29647 1.31422
O 2.56234 0.45913 1.16192
O 4.21710 -0.61746 1.99976
O 4.59012 1.13517 0.97724
N 1.87877 3.54712 -0.47876
O 1.11125 2.69791 -0.07294
O 1.64643 4.31172 -1.38934
O 3.00441 3.45552 0.04837
C -3.19374 3.16183 0.21752
C -2.57972 1.96405 -0.48518
O -1.54626 1.19269 0.04463
H -3.94496 3.63450 -0.41522
H -2.39672 3.85104 0.49655
H -3.47012 2.92378 1.24467
H -2.21231 2.48292 -1.37055
H -3.29934 1.21202 -0.80876
C -0.76763 3.87888 3.17418
C 0.06168 2.74708 3.71444
O 0.51076 1.82934 2.73393
H -1.09128 4.50953 4.00221
H -1.76362 3.52588 2.90677
H -0.37297 4.42630 2.31822
H -0.56435 2.29200 4.48197
H 0.92406 3.20584 4.19810
C -2.62811 -1.31295 -3.74944
C -3.25686 -2.33475 -2.91826
C -3.91204 -3.52016 -3.80993
C -2.99998 -4.46204 -4.34547
C -2.19068 -5.11700 -3.21916
C -1.45923 -4.12429 -2.22609
N -2.32873 -2.94685 -1.91464
O -1.77305 -2.05438 -0.89651
C -1.23753 -4.79565 -0.87738
C -0.10549 -3.74128 -2.89626
C -4.53876 -1.64481 -2.27422
H -2.20838 -0.47843 -3.18776
H -3.34768 -0.93891 -4.47774
H -1.80233 -1.74935 -4.31136
H -4.81239 -3.94895 -3.36992
H -4.34972 -2.97584 -4.64674
H -2.27925 -4.06465 -5.06013
H -3.51945 -5.22444 -4.92599
H -1.51222 -5.70222 -3.83989
H -2.80707 -5.86937 -2.72712
H -0.37821 -5.46550 -0.90862
H -1.00971 -4.22112 0.02046
H -2.05189 -5.51382 -0.78168
H -0.33477 -3.28511 -3.85930
H 0.43330 -2.97184 -2.34329
H 0.55710 -4.60553 -2.94261
H -5.45696 -1.50221 -2.84401
H -4.46417 -0.68487 -1.76329
H -4.81258 -2.31354 -1.45818
H -2.30912 -2.18706 -0.11126
C 4.97135 3.70783 4.27363
C 4.13826 3.34730 3.07589
O 4.84218 3.97843 2.01508
H 6.05250 3.74342 4.13965
H 4.62031 3.31103 5.22622
H 4.77118 4.76911 4.42101
H 3.10183 3.68430 3.05731
H 3.94308 2.27751 3.15043
H 4.85768 4.89672 2.29457
C 2.44804 0.30226 6.33280
C 2.61135 -0.44980 5.05505
O 3.61388 -1.42587 5.19193
H 1.99999 1.26111 6.07211
H 3.40013 0.49912 6.82561
H 1.85363 -0.29834 7.02133
H 3.11464 0.18310 4.32414
H 1.66593 -0.74832 4.60210
H 3.32313 -2.03073 5.87838
C -0.54031 5.21925 -4.38983
C -0.50854 3.75571 -4.29477
O 0.72865 3.23868 -3.82978
H 0.14385 5.52364 -5.18189
H -0.16126 5.51159 -3.41056
H -1.47655 5.75333 -4.55206
H -0.69118 3.30356 -5.26961
H -1.37059 3.41761 -3.71973
H 0.90305 3.68024 -2.99539
C 0.78905 -2.28204 1.71548
O -0.05258 -1.17572 1.35737
H 1.82880 -1.95723 1.75419
H 0.43854 -2.59610 2.69864
H 0.55373 -3.20248 1.18113
H -0.92380 -1.53146 1.54718
C 0.83548 0.13675 -2.25684
O 1.09817 -0.27958 -0.91700
H 0.40247 1.13542 -2.19978
H 1.77583 0.12844 -2.80800
H 0.10430 -0.52606 -2.71961
H 1.66602 -1.04273 -1.04640
C 3.20538 -2.75344 -2.08901
O 3.07771 -2.36357 -0.76791
H 3.26207 -1.92692 -2.79736
H 4.18157 -3.23779 -2.11267
H 2.43772 -3.44937 -2.42735
H 3.47875 -3.05830 -0.24054
C -2.59567 -0.27098 3.00522
O -2.14349 -1.54772 2.83398
H -3.43776 -0.21807 3.69528
H -1.71814 0.26745 3.36317
H -2.95541 0.17744 2.07915
H -2.26938 -2.00879 3.66654